75
Properties=species:S:1:pos:R:3:mulliken_charge:R:1 method="wB97M-V/def2-TZVPD" homo_ev="-8.6 / -8.6" multiplicity=5 max_force_ev_per_a=2.19 s_squared=6.0160 total_energy_ev=-122054.715 de_lowest_ev=0.0000 homo_lumo_gap_ev="9.3 / 5.8"
C -1.47989 -2.14054 -3.24403 -1.56
C -0.92315 -2.80793 -2.03368 0.19
H -1.33777 -2.72544 -4.15680 0.46
H -0.98631 -1.17487 -3.39309 0.05
H -2.55180 -1.94011 -3.11460 0.34
C -0.32991 -4.01164 -2.07482 0.12
C -0.08368 -4.77489 -3.33355 -1.67
H -0.09232 -4.53576 -1.14840 0.55
H 0.27964 -4.13310 -4.14867 0.40
H -1.00464 -5.27323 -3.67214 0.43
H 0.66857 -5.55477 -3.16935 0.37
Co -0.56357 0.89390 -0.53536 0.72
Cl -2.57621 1.27400 0.18386 -0.67
Cl 0.88925 2.51163 -0.18514 -0.63
H 1.24851 4.75657 4.25817 0.34
H -1.21333 6.01983 3.61145 0.31
C 1.24939 4.56057 3.17431 -0.97
C -0.87318 5.71428 2.60643 -0.95
N -0.10523 4.47887 2.65015 0.39
H 1.77574 3.62331 2.97100 0.24
C -0.77064 3.28872 2.69509 -0.04
O -0.33100 2.27248 3.21706 -0.62
H -1.75778 5.55796 1.97744 0.30
H -1.75449 3.32600 2.18272 0.29
H 1.75923 5.39390 2.67885 0.33
H -0.25872 6.52323 2.19430 0.29
H 1.77420 -1.06407 -2.65349 0.18
H 2.17912 -3.69664 -1.88905 0.27
C 2.68637 -0.85470 -2.07804 -0.94
C 3.11230 -3.22758 -1.53798 -1.02
N 2.87152 -1.87318 -1.06608 0.33
H 2.59978 0.12179 -1.59439 0.27
C 2.94904 -1.54704 0.25459 0.11
O 2.72296 -0.43444 0.73417 -0.58
H 3.52228 -3.82888 -0.71748 0.31
H 3.21473 -2.42193 0.89201 0.31
H 3.54104 -0.86944 -2.76828 0.39
H 3.82025 -3.21391 -2.37679 0.37
O -0.06245 -0.99436 -0.78479 1.24
C -1.01485 -1.98511 -0.74188 -0.31
C 0.37889 -3.38491 0.86693 0.70
C -0.84671 -2.81741 0.53376 0.12
H 1.24106 -3.16967 0.22102 0.43
C 0.47059 -4.26441 1.95525 -1.21
H -2.01346 -1.51074 -0.68935 0.63
C -1.97028 -3.06187 1.32933 -0.54
H 1.43903 -4.71393 2.17928 0.39
C -0.66863 -4.57084 2.70768 -0.70
C -1.88467 -3.94831 2.40173 -0.66
H -2.91415 -2.57616 1.06381 0.39
H -0.59795 -5.30935 3.51301 0.39
H -2.78319 -4.16459 2.98424 0.41
Si -0.32773 3.32204 -2.69907 0.54
Cl -0.63118 1.14729 -2.77206 -0.28
C 1.49009 3.68985 -2.99457 -0.96
C -1.40737 4.13223 -1.39933 -0.73
C -1.25639 3.75440 -4.31167 -1.26
H 2.18431 2.91038 -2.64602 0.26
H 1.75894 4.63429 -2.50045 0.33
H 1.64812 3.83364 -4.07489 0.31
H -0.70080 3.39381 -5.18900 0.34
H -1.37701 4.84518 -4.38175 0.35
H -2.25526 3.29290 -4.29610 0.31
H -1.79430 3.45812 -0.62387 0.05
H -2.28845 4.55193 -1.90293 0.35
H -0.85866 4.94444 -0.91057 0.25
N -1.52604 -0.42028 5.75733 -0.73
N -1.02310 -0.32919 4.48501 1.44
N 0.29261 -0.46510 4.24467 -0.90
C 0.27560 -0.57812 2.90093 -0.35
N -0.96418 -0.60551 2.39085 0.53
N -1.81269 -0.50599 3.42964 -1.06
H -2.42576 0.03033 5.82349 0.26
H -0.82914 -0.14548 6.43284 0.28
H 1.18485 -0.63246 2.30715 0.43

=====

75
Properties=species:S:1:pos:R:3:mulliken_charge:R:1 method="wB97M-V/def2-TZVPD" homo_ev="-8.7 / -8.5" multiplicity=6 max_force_ev_per_a=4.97 s_squared=8.7687 total_energy_ev=-118815.081 de_lowest_ev=0.0000 homo_lumo_gap_ev="9.2 / 5.7"
C 1.19984 -1.90551 -4.23953 -1.45
C 0.86043 -0.63437 -3.51971 -0.16
H 1.22835 -1.75630 -5.31889 0.48
H 0.47429 -2.70555 -4.03505 0.19
H 2.18852 -2.26321 -3.92269 0.30
C 0.28942 0.43204 -4.10383 0.51
C -0.01948 0.53449 -5.55730 -1.76
H 0.07955 1.33426 -3.53051 0.35
H -0.73229 -0.23990 -5.87913 0.33
H 0.89088 0.43312 -6.16594 0.39
H -0.44648 1.52720 -5.76423 0.38
Fe 3.11019 -1.56037 3.25167 0.28
Cl 4.04793 0.20563 2.39270 -0.52
Cl 1.23893 -1.01049 1.07214 0.33
C 0.25599 2.11165 2.49330 0.37
O -0.72642 1.36195 2.50034 -0.56
N 0.14997 3.45913 2.52764 0.26
C -1.15462 4.09431 2.53556 -0.99
C 1.30652 4.34007 2.51541 -0.85
H 1.30446 1.74385 2.43594 0.11
H -1.92462 3.35165 2.77021 0.23
H -1.36916 4.56880 1.56723 0.28
H -1.16045 4.89841 3.27925 0.38
H 2.21829 3.75157 2.69587 0.27
H 1.18541 5.10604 3.29527 0.32
H 1.39005 4.85649 1.54536 0.26
H -2.43046 -1.66280 -2.05548 -0.03
H -2.78012 1.18978 -2.46440 0.33
C -3.39543 -1.35300 -1.63040 -0.82
C -3.50072 1.10938 -1.63623 -0.92
N -3.24987 -0.11356 -0.88201 0.15
H -3.78140 -2.15070 -0.99358 0.40
C -3.02934 -0.10568 0.46763 0.27
O -2.83282 -1.11226 1.16613 -0.68
H -3.39295 1.97268 -0.97582 0.24
H -3.06205 0.90427 0.91210 0.25
H -4.07249 -1.16991 -2.46991 0.44
H -4.50872 1.09238 -2.07602 0.37
O 0.23970 -1.61714 -1.45079 -0.87
C 1.11678 -0.63825 -2.01698 0.22
C -0.23396 1.31184 -1.03748 1.28
C 0.98562 0.73175 -1.36362 -0.51
H -1.11285 0.66472 -0.97153 -0.35
C -0.31922 2.69044 -0.85832 -0.02
H 2.16691 -0.96224 -1.88315 0.48
C 2.16071 1.46233 -1.13747 -0.47
H -1.29398 3.15303 -0.72522 0.29
C 0.83458 3.47373 -0.88949 -1.00
C 2.08324 2.84379 -0.96359 -0.99
H 3.09785 0.89956 -1.13727 0.40
H 0.75373 4.56366 -0.83822 0.56
H 2.99681 3.42810 -0.89054 0.40
Si 0.56230 -2.67553 -0.19711 1.39
Cl 4.00361 -3.41786 3.41565 -0.51
C -1.17884 -3.43386 -0.21987 -0.88
C 0.88364 -3.68857 1.48542 -1.13
C 2.03314 -3.64644 -0.90470 -1.16
H -1.88150 -2.79906 0.33534 0.11
H -1.20220 -4.44184 0.22298 0.43
H -1.56381 -3.51131 -1.24643 0.35
H 2.07078 -3.57668 -1.99790 0.20
H 2.08117 -4.71498 -0.64897 0.42
H 2.93232 -3.16805 -0.50313 0.29
H 0.27959 -3.29366 2.31529 0.37
H 1.93592 -3.62342 1.79703 0.17
H 0.64022 -4.74561 1.34752 0.48
N -1.75724 -1.06142 3.96813 -0.68
N -0.45467 -0.91470 4.26798 1.21
N 0.01298 0.19205 4.87302 -0.89
C 1.31207 -0.01885 4.91159 -0.10
N 1.64325 -1.20498 4.31399 -0.08
N 0.44372 -1.81800 3.97251 -0.43
H -1.90842 -1.59436 3.10953 0.39
H -2.20093 -0.14609 3.93210 0.39
H 1.98783 0.66234 5.41057 0.49

=====

75
Properties=species:S:1:pos:R:3:mulliken_charge:R:1 method="wB97M-V/def2-TZVPD" homo_ev=-9.5 max_force_ev_per_a=4.19 total_energy_ev=-147394.858 smiles="ClC(Cl)Cl.ClC(Cl)Cl.ClC(Cl)Cl.CC(C)=O.CC(C)=O.CC(C)=O.CC(C)=O.CC(C)=O.CC(C)=O" homo_lumo_gap_ev=9.8
Cl -2.27925 2.71043 0.06372 -0.11
C -2.94545 1.84969 -1.34852 1.08
Cl -3.21962 2.96690 -2.66786 -0.15
Cl -4.43302 0.93545 -1.07640 -0.14
H -2.17582 1.11939 -1.60074 -0.68
Cl -2.04233 -4.08346 -3.44818 -0.10
C -3.76956 -3.70844 -3.15917 -0.11
Cl -4.18510 -2.01354 -3.26242 -0.06
Cl -4.15397 -4.37659 -1.50412 -0.15
H -4.38474 -4.29855 -3.86823 0.39
Cl 1.57389 3.41647 -2.33405 -0.03
C 2.19913 4.52550 -1.10419 -0.15
Cl 3.61833 3.79322 -0.37261 -0.11
Cl 0.99161 4.82946 0.18465 -0.12
H 2.44990 5.48360 -1.49317 0.40
C 4.53030 -0.16370 -3.57743 -1.14
C 3.73609 -0.54205 -2.39327 0.81
C 2.75019 -1.65337 -2.69916 -0.41
O 3.79296 -0.04053 -1.27691 -0.61
H 3.82569 0.21752 -4.33697 0.26
H 5.04113 -1.07995 -3.94688 0.33
H 5.26831 0.57858 -3.17871 0.33
H 2.79546 -1.90794 -3.76012 0.31
H 1.78587 -1.21253 -2.54852 -0.16
H 2.92565 -2.56224 -2.08839 0.32
C 0.63672 2.64043 6.09046 -1.38
C 0.80625 1.58387 4.99594 0.99
C 1.53698 2.05160 3.75138 -0.58
O 0.49087 0.43324 5.19965 -0.59
H 0.01918 2.24873 6.82718 0.32
H 0.40530 3.61044 5.68326 0.33
H 1.66476 2.86616 6.46787 0.41
H 1.29110 1.37206 2.89276 -0.23
H 2.56469 1.99106 3.86143 0.49
H 1.24900 3.10281 3.53096 0.28
C 0.73991 -4.62904 0.92769 -0.65
C 1.57501 -4.51569 2.25160 0.68
C 2.02233 -3.16053 2.62092 -0.71
O 1.61415 -5.46500 3.01453 -0.57
H 0.98578 -5.53383 0.40946 0.37
H 1.07312 -3.71304 0.34098 -0.02
H -0.27450 -4.65710 1.12597 0.28
H 2.46790 -2.66488 1.73826 0.19
H 2.66806 -3.20484 3.46287 0.37
H 1.12238 -2.52526 2.78032 0.10
C -2.69683 1.39943 3.41669 -0.31
C -2.75207 2.72071 4.10068 0.74
C -4.12545 3.30524 4.26501 -1.32
O -1.75152 3.25658 4.43250 -0.48
H -3.57147 0.70914 3.60861 0.38
H -1.85975 0.82100 3.80285 0.20
H -2.63137 1.41700 2.37715 -0.24
H -4.76375 2.71480 4.94518 0.33
H -4.65379 3.32258 3.32188 0.35
H -4.09698 4.31568 4.62574 0.35
C 0.74188 0.06810 0.22185 0.01
C -0.51589 -0.54528 -0.31749 0.81
C -1.48974 -1.24686 0.59342 -0.68
O -0.74148 -0.55749 -1.53450 -0.57
H 0.46327 1.06768 0.71802 -0.07
H 1.44623 0.24761 -0.57620 -0.15
H 1.28563 -0.50149 0.97941 0.09
H -1.00892 -1.70938 1.43728 0.21
H -2.04439 -1.90992 -0.03542 0.22
H -2.12160 -0.55089 1.09375 0.05
C -0.38076 0.78580 -5.09447 -0.73
C 0.39530 -0.42557 -5.51960 0.75
C -0.21664 -1.81954 -5.36966 -0.71
O 1.53620 -0.29799 -5.89727 -0.58
H -0.10126 1.68273 -5.65942 0.37
H -0.14690 1.05678 -4.06767 -0.02
H -1.45115 0.52487 -5.12766 0.28
H -1.14637 -1.97329 -5.91296 0.45
H -0.53221 -1.94016 -4.34432 -0.09
H 0.57715 -2.55241 -5.65923 0.30